1.
A structure of composition C30H47Cl2F6N2O6PbS3Si, computed with the ωB97M-V functional and the def2-TZVPD basis.

Values from the calculation:
energy above the lowest of the compared OMol25 structures with the same formula, charge and spin	95.4	kcal per mole
strongest force on any atom	3.99	eV Å⁻¹
net charge	-1
HOMO-LUMO gap	3.9	eV
HOMO level	-2.67	eV

```
98
Properties=species:S:1:pos:R:3:lowdin_charge:R:1
Pb 1.475 1.156 -0.754 1.548
C -3.810 -3.051 0.878 -0.085
C -4.112 -1.976 1.694 -0.215
C -2.891 -1.646 2.384 -0.174
C -1.915 -2.560 1.901 -0.081
C -2.448 -3.408 0.949 -0.260
C -1.801 -4.614 0.326 -0.590
C -1.187 -5.554 1.339 -0.052
C -2.872 -5.255 -0.561 -0.087
C -0.782 -4.061 -0.635 -0.082
C -2.506 -0.697 3.508 -0.513
C -0.963 -0.848 3.770 -0.094
C -3.308 -1.039 4.847 -0.048
C -2.743 0.747 3.094 -0.097
C -5.431 -1.245 1.743 -0.492
C -5.391 -0.043 0.735 -0.052
C -5.873 -0.754 3.172 -0.061
C -6.493 -2.297 1.259 -0.085
H -4.607 -3.406 0.178 0.091
H -0.848 -2.568 2.105 0.082
H -1.920 -5.875 2.087 0.085
H -0.319 -5.247 1.854 0.054
H -0.910 -6.492 0.762 0.089
H -3.695 -5.874 -0.115 0.095
H -2.282 -5.929 -1.192 0.065
H -3.322 -4.545 -1.255 0.073
H 0.043 -3.533 -0.159 0.070
H -1.198 -3.400 -1.382 0.081
H -0.184 -4.875 -1.152 0.091
H -0.708 -1.895 4.011 0.079
H -0.629 -0.109 4.562 0.083
H -0.434 -0.450 2.899 0.061
H -3.990 -1.902 4.626 0.075
H -3.887 -0.176 5.224 0.063
H -2.610 -1.348 5.633 0.057
H -2.298 0.882 2.080 0.086
H -2.292 1.496 3.813 0.083
H -3.780 1.066 3.065 0.036
H -4.660 0.678 1.090 0.044
H -6.338 0.565 0.715 0.079
H -5.061 -0.406 -0.243 0.080
H -5.324 0.147 3.513 0.050
H -5.956 -1.501 3.952 0.072
H -6.839 -0.284 3.013 0.059
H -6.407 -2.308 0.172 0.061
H -7.517 -2.004 1.415 0.051
H -6.369 -3.338 1.675 0.099
Cl 3.238 1.795 3.153 0.709
C 3.875 0.475 2.255 -0.608
C 4.282 -0.680 2.935 -0.116
C 4.819 -1.759 2.263 -0.101
C 4.675 -1.861 0.892 -0.103
C 4.287 -0.731 0.182 -0.636
Cl 4.087 -0.812 -1.490 0.785
C 4.056 0.538 0.844 -0.401
N 3.733 1.556 -0.018 -0.272
H 4.208 -0.716 3.983 0.086
H 5.389 -2.458 2.830 0.096
H 4.962 -2.731 0.323 0.105
C 4.545 3.305 -2.386 -0.155
Si 4.711 3.925 -0.593 0.411
C 3.720 5.469 -0.305 -0.166
C 6.493 4.251 -0.220 -0.176
O 4.062 2.849 0.564 -0.326
H 4.752 4.186 -3.027 0.037
H 3.577 2.920 -2.710 -0.007
H 5.372 2.526 -2.491 0.056
H 2.681 5.203 -0.415 -0.013
H 4.007 6.222 -1.080 0.045
H 3.872 5.933 0.672 0.037
H 6.817 5.212 -0.720 0.050
H 7.049 3.386 -0.590 0.024
H 6.833 4.247 0.842 0.044
F -0.894 -0.033 -5.670 0.127
C -0.558 0.887 -4.750 -0.621
F -0.430 2.092 -5.302 0.127
F -1.571 0.999 -3.867 0.127
S 1.086 0.274 -3.986 0.576
O 0.652 -0.701 -2.985 -0.373
O 1.706 1.544 -3.488 -0.451
N 1.896 -0.284 -5.179 -0.311
S 3.176 -1.266 -5.338 0.651
O 3.239 -1.865 -6.625 -0.273
O 3.227 -2.139 -4.126 -0.345
C 4.745 -0.216 -5.447 -0.582
F 5.057 0.306 -6.662 0.117
F 5.718 -1.111 -5.097 0.092
F 4.776 0.836 -4.597 0.095
C -0.539 5.569 -0.342 -0.243
S -0.794 3.945 -1.102 0.950
C -0.634 4.389 -2.864 -0.213
O 0.546 3.207 -0.791 -0.789
H -1.209 6.328 -0.691 0.046
H 0.484 5.972 -0.536 0.066
H -0.624 5.453 0.758 0.073
H -0.790 5.451 -3.004 0.050
H -1.367 3.815 -3.437 0.046
H 0.397 4.074 -3.163 0.076
```

***

2.
A structure of composition C30H47ClP2Rh, computed with the ωB97M-V functional and the def2-TZVPD basis.

Values from the calculation:
energy above the lowest of the compared OMol25 structures with the same formula, charge and spin	0.0	kcal per mole
expectation value of S²	6.04
strongest force on any atom	6.28	eV Å⁻¹
net charge	+1
HOMO-LUMO gap (alpha / beta)	7.3 / 5.9	eV
2S+1	5
HOMO level (alpha / beta)	-8.94 / -10.79	eV

```
81
Properties=species:S:1:pos:R:3:lowdin_charge:R:1
Rh -0.047 0.123 0.010 1.137
C 1.242 1.309 1.299 -0.287
C 0.586 2.112 0.319 -0.301
C -1.030 1.081 1.613 -0.304
C 0.249 0.671 2.091 -0.277
C -0.830 1.973 0.514 -0.329
C 2.716 1.277 1.566 -0.026
H 3.289 1.425 0.644 0.073
H 3.011 0.321 2.014 0.081
H 3.016 2.071 2.267 0.105
C 0.492 -0.131 3.327 -0.008
H 1.515 -0.515 3.348 0.073
H -0.194 -0.983 3.367 0.055
H 0.341 0.470 4.235 0.108
C -2.339 0.771 2.257 -0.004
H -2.512 1.407 3.135 0.109
H -2.361 -0.271 2.587 0.049
H -3.158 0.933 1.553 0.084
C -1.908 2.722 -0.198 -0.018
H -2.155 3.657 0.322 0.103
H -2.816 2.112 -0.253 0.080
H -1.595 2.978 -1.214 0.070
C 1.247 3.071 -0.620 -0.008
H 1.236 4.092 -0.215 0.105
H 0.730 3.086 -1.584 0.075
H 2.289 2.791 -0.791 0.071
C 1.251 -1.857 -0.850 -0.159
C 2.093 -0.762 -0.963 -0.133
C 2.288 0.065 -2.194 -0.169
C 1.024 0.363 -3.046 -0.179
C -0.291 0.587 -2.343 -0.137
C -1.173 -0.432 -1.973 -0.165
C -0.943 -1.886 -2.305 -0.189
C 0.457 -2.479 -1.967 -0.178
H 3.034 -0.406 -2.858 0.131
H 0.929 -0.433 -3.805 0.037
H 2.748 1.021 -1.897 0.093
H 1.056 -2.507 -2.893 0.096
H 1.330 -2.450 0.072 0.028
H 2.844 -0.615 -0.177 0.101
H 0.295 -3.535 -1.699 0.122
H -1.702 -2.482 -1.784 0.095
H -2.207 -0.162 -1.692 0.119
H -1.119 -2.062 -3.381 0.108
H 1.248 1.282 -3.614 0.122
H -0.690 1.611 -2.406 0.094
P 0.848 -2.063 -6.072 0.800
C 1.465 -3.804 -5.967 -0.327
C 2.040 -1.544 -7.394 -0.312
P -1.815 -1.167 -7.062 0.773
C -0.525 -2.481 -7.257 -0.620
C -1.562 -0.354 -8.711 -0.331
C -3.226 -2.191 -7.687 -0.340
H 0.748 -4.407 -5.400 0.030
H 2.427 -3.805 -5.443 0.032
H 1.590 -4.242 -6.969 0.045
H 2.132 -2.313 -8.175 0.044
H 3.022 -1.394 -6.934 0.032
H 1.729 -0.604 -7.861 0.029
H -3.005 -2.649 -8.662 0.044
H -4.107 -1.548 -7.795 0.033
H -3.459 -2.981 -6.967 0.028
H -0.964 -3.462 -7.020 0.047
H -0.162 -2.500 -8.300 0.051
H -2.393 0.338 -8.889 0.035
H -1.549 -1.085 -9.533 0.042
H -0.632 0.221 -8.734 0.023
Cl 1.000 -3.455 2.266 0.770
C -0.637 -3.375 2.827 -0.602
C -0.948 -4.036 4.004 -0.093
C -2.252 -4.001 4.513 -0.051
C -3.222 -3.284 3.823 -0.070
C -2.944 -2.623 2.637 -0.040
C -1.624 -2.676 2.065 -0.312
C -1.358 -2.076 0.796 -0.003
H -0.160 -4.582 4.523 0.114
H -2.479 -4.523 5.432 0.114
H -4.252 -3.243 4.212 0.120
H -3.711 -2.084 2.088 0.117
H -2.231 -1.581 0.343 0.081
H -0.762 -2.696 0.122 0.045
```

***

3.
A cluster of 2 separate species, C30H47IN2O8PS2 in total, computed with the ωB97M-V functional and the def2-TZVPD basis.

Values from the calculation:
strongest force on any atom	9.35	eV Å⁻¹
net charge	+1
HOMO-LUMO gap	7.0	eV
HOMO level	-11.56	eV

```
91
Properties=species:S:1:pos:R:3:lowdin_charge:R:1
C 0.578 5.037 -0.487 -0.181
C -0.145 5.499 -1.894 -0.419
P -1.375 4.158 -2.587 0.932
C -1.362 4.198 -4.534 -0.303
N -0.871 2.510 -2.005 -0.249
C 0.503 1.901 -2.309 -0.374
S 1.693 2.926 -3.398 0.721
C 0.958 0.421 -1.744 -0.030
C 2.386 -0.330 -2.036 -0.179
C 3.721 0.584 -1.769 -0.203
C 4.465 0.792 -3.214 -0.249
C 5.788 -0.143 -3.460 -0.228
S 5.741 -1.827 -2.644 0.814
O 6.911 -2.660 -3.300 -0.397
O 6.101 -1.797 -1.108 -0.364
O 4.313 -2.734 -2.969 -0.245
C -0.146 -0.418 -0.810 0.006
C 0.129 -1.892 -0.145 -0.159
C 0.993 -1.683 1.271 -0.129
C 0.020 -1.231 2.541 -0.218
O -0.832 -2.355 2.961 -0.269
C -1.984 -1.918 3.765 -0.100
C -1.636 0.279 -0.525 0.009
C -2.794 -0.507 0.368 -0.151
C -3.900 -1.236 -0.654 -0.131
C -3.211 -2.530 -1.389 -0.214
O -3.952 -3.061 -2.543 -0.071
C -2.981 -3.916 -3.272 -0.267
C -1.795 -4.817 -2.561 -0.031
O -3.017 -3.963 -4.629 -0.029
C -1.951 1.780 -1.179 -0.024
C -3.446 2.487 -0.931 -0.192
C -4.400 2.424 -2.296 -0.314
C -5.798 3.288 -2.030 -0.578
I -7.147 1.914 -0.908 0.672
H 1.610 4.535 -0.715 0.064
H 0.794 6.036 0.129 0.096
H -0.114 4.382 0.214 0.082
H -0.834 6.432 -1.612 0.098
H 0.605 5.789 -2.747 0.068
H -1.182 3.099 -4.907 0.050
H -0.364 4.794 -4.804 0.044
H -2.329 4.684 -4.980 0.061
H 1.499 2.486 -4.729 -0.068
H 2.356 -0.664 -3.182 0.132
H 2.542 -1.337 -1.431 0.111
H 4.406 0.176 -0.909 0.120
H 3.354 1.659 -1.402 0.098
H 4.851 1.921 -3.230 0.124
H 3.769 0.684 -4.152 0.103
H 5.838 -0.343 -4.636 0.134
H 6.797 0.449 -3.220 0.152
H 4.543 -3.440 -3.671 0.128
H -0.827 -2.534 0.060 0.103
H 0.767 -2.507 -0.944 0.121
H 1.862 -0.877 1.126 0.130
H 1.484 -2.722 1.552 0.133
H -0.561 -0.248 2.263 0.121
H 0.749 -0.956 3.443 0.135
H -2.803 -2.780 3.675 0.123
H -2.454 -0.976 3.210 0.085
H -1.727 -1.666 4.886 0.089
H -2.360 -1.350 1.060 0.087
H -3.385 0.231 1.095 0.128
H -4.911 -1.484 -0.091 0.139
H -4.167 -0.459 -1.486 0.093
H -2.163 -2.155 -1.811 0.125
H -3.037 -3.345 -0.537 0.142
H -0.817 -4.132 -2.573 0.096
H -2.002 -5.079 -1.437 0.085
H -1.541 -5.810 -3.128 0.108
H -3.349 3.608 -0.546 0.111
H -4.073 1.928 -0.095 0.086
H -3.900 2.909 -3.235 0.082
H -4.739 1.340 -2.577 0.080
H -5.569 4.168 -1.289 0.062
H -6.333 3.604 -3.022 0.072
C 3.672 -1.883 6.844 -0.069
C 3.407 -1.167 8.013 -0.061
C 2.089 -0.891 8.381 0.005
C 1.039 -1.343 7.570 -0.139
C 1.302 -2.055 6.392 -0.008
C 2.625 -2.322 6.033 -0.069
N -0.350 -1.078 7.965 -0.318
O -0.541 -0.429 9.004 0.076
O -1.251 -1.522 7.239 0.040
H 4.702 -2.100 6.564 0.110
H 4.229 -0.827 8.639 0.112
H 1.900 -0.332 9.295 0.122
H 0.497 -2.407 5.751 0.104
H 2.839 -2.877 5.122 0.107
```

***

4.
A structure of composition C30H48AlBF4NO22, computed with the ωB97M-V functional and the def2-TZVPD basis.

Values from the calculation:
strongest force on any atom	2.36	eV Å⁻¹
net charge	-1
HOMO-LUMO gap	5.0	eV
HOMO level	-3.33	eV

```
107
Properties=species:S:1:pos:R:3:lowdin_charge:R:1
N -3.072 2.792 -1.464 0.054
B -2.061 2.569 -2.567 -0.613
O -2.425 1.990 -3.836 -0.009
Al -0.095 3.213 -2.134 0.387
C 0.094 5.068 -3.010 -0.420
F -1.199 5.630 -3.276 -0.053
F 0.744 4.890 -4.276 -0.064
C 0.870 6.158 -2.162 -0.236
F 0.002 6.885 -1.322 0.001
F 1.361 7.142 -3.088 -0.048
H -3.443 3.746 -1.625 0.055
H -2.548 2.901 -0.582 0.007
H -1.640 1.986 -4.409 0.054
H 0.963 2.180 -2.790 -0.101
H 0.149 3.251 -0.540 -0.076
H 1.778 5.785 -1.620 0.151
C 1.900 -1.976 1.604 -0.020
C 0.575 -1.563 1.001 -0.338
C 0.695 -0.852 -0.317 -0.087
O -0.486 -0.053 -0.335 0.062
C -0.810 0.194 0.960 -0.552
O -1.634 0.981 1.313 0.149
O -0.067 -0.576 1.808 0.069
H 1.760 -2.320 2.632 0.086
H 2.363 -2.778 1.026 0.073
H 2.592 -1.131 1.647 0.085
H -0.094 -2.428 0.934 0.155
H 0.713 -1.536 -1.166 0.132
H 1.561 -0.185 -0.377 0.145
C -4.117 -1.921 2.010 -0.004
C -3.771 -3.300 2.525 -0.341
C -3.072 -3.299 3.853 -0.103
O -2.327 -4.516 3.801 0.058
C -2.080 -4.766 2.486 -0.554
O -1.325 -5.600 2.088 0.149
O -2.802 -3.936 1.686 0.086
H -4.456 -1.975 0.974 0.097
H -4.903 -1.464 2.614 0.093
H -3.242 -1.266 2.021 0.080
H -4.666 -3.932 2.540 0.157
H -3.766 -3.305 4.694 0.138
H -2.369 -2.469 3.975 0.143
C 0.743 -6.241 -1.965 -0.014
C 0.874 -5.370 -3.193 -0.332
C 2.291 -5.056 -3.572 -0.098
O 2.150 -3.813 -4.260 0.060
C 1.042 -3.208 -3.748 -0.553
O 0.734 -2.077 -3.959 0.166
O 0.337 -4.065 -2.959 0.084
H -0.299 -6.285 -1.639 0.095
H 1.092 -7.252 -2.165 0.060
H 1.316 -5.831 -1.129 0.089
H 0.322 -5.815 -4.028 0.155
H 2.730 -5.811 -4.224 0.142
H 2.948 -4.901 -2.712 0.115
C -0.121 8.071 3.969 -0.023
C -1.140 7.503 3.005 -0.350
C -2.107 6.543 3.638 -0.111
O -2.478 5.724 2.534 0.065
C -1.425 5.738 1.664 -0.528
O -1.316 5.021 0.726 0.150
O -0.512 6.689 2.021 0.086
H 0.654 8.614 3.425 0.086
H -0.593 8.749 4.683 0.087
H 0.383 7.274 4.521 0.087
H -1.659 8.317 2.485 0.145
H -2.980 7.042 4.062 0.138
H -1.651 5.907 4.404 0.139
C -4.928 11.622 0.324 -0.019
C -4.389 11.926 1.703 -0.345
C -3.068 11.279 2.002 -0.107
O -3.101 11.166 3.423 0.056
C -4.414 11.082 3.775 -0.548
O -4.802 10.793 4.864 0.158
O -5.224 11.366 2.718 0.088
H -5.960 11.968 0.233 0.087
H -4.326 12.105 -0.447 0.092
H -4.941 10.546 0.135 0.094
H -4.351 13.010 1.861 0.159
H -2.221 11.885 1.682 0.143
H -2.970 10.275 1.578 0.134
C 7.947 -2.428 -0.382 -0.022
C 6.493 -2.760 -0.635 -0.338
C 5.634 -2.726 0.596 -0.102
O 4.588 -3.634 0.256 0.050
C 5.116 -4.521 -0.630 -0.541
O 4.575 -5.526 -0.979 0.151
O 6.341 -4.116 -1.060 0.089
H 8.546 -2.642 -1.269 0.088
H 8.068 -1.375 -0.121 0.092
H 8.355 -3.038 0.427 0.088
H 6.093 -2.115 -1.424 0.166
H 5.233 -1.733 0.802 0.141
H 6.138 -3.100 1.492 0.142
C 2.436 -11.704 -1.400 -0.022
C 1.098 -11.109 -1.781 -0.341
C 0.389 -11.847 -2.880 -0.107
O -0.416 -10.821 -3.458 0.069
C 0.230 -9.644 -3.231 -0.536
O -0.064 -8.605 -3.734 0.164
O 1.259 -9.812 -2.356 0.081
H 2.976 -11.031 -0.732 0.090
H 2.307 -12.667 -0.901 0.089
H 3.068 -11.847 -2.280 0.089
H 0.467 -11.006 -0.892 0.163
H -0.231 -12.663 -2.508 0.140
H 1.063 -12.232 -3.651 0.140
```

***

5.
A structure of composition C30H48CdINO2SSe2Si2Te, computed with the ωB97M-V functional and the def2-TZVPD basis.

Values from the calculation:
energy above the lowest of the compared OMol25 structures with the same formula, charge and spin	1.9	kcal per mole
strongest force on any atom	0.41	eV Å⁻¹
net charge	-2
HOMO-LUMO gap	5.1	eV
HOMO level	-1.39	eV

```
89
Properties=species:S:1:pos:R:3:lowdin_charge:R:1
Cd -0.632 -0.097 1.559 0.887
C 0.231 6.541 -2.049 -0.051
C -0.618 5.913 -0.936 -0.551
C -1.787 6.844 -0.587 -0.057
C 0.271 5.749 0.297 -0.085
C -1.164 4.572 -1.422 -0.160
C -1.983 4.534 -2.568 -0.048
C -2.470 3.354 -3.087 -0.096
C -2.135 2.166 -2.443 -0.473
S -2.554 0.531 -2.827 1.068
C -1.632 -0.007 -1.439 -0.547
N -1.088 0.938 -0.747 0.042
C -1.349 2.185 -1.292 -0.299
C -0.861 3.386 -0.785 0.011
C -1.527 -1.437 -1.086 -0.307
C -1.837 -2.408 -2.038 -0.086
C -1.704 -3.750 -1.726 -0.114
C -1.258 -4.111 -0.460 -0.120
C -0.949 -3.130 0.475 -0.180
C -1.078 -1.766 0.198 -0.265
H 0.658 7.487 -1.707 0.077
H -0.361 6.740 -2.944 0.068
H 1.050 5.874 -2.320 0.084
H -1.407 7.797 -0.210 0.075
H -2.416 6.395 0.183 0.089
H -2.412 7.050 -1.458 0.067
H 0.627 6.731 0.617 0.083
H 1.145 5.132 0.075 0.000
H -0.273 5.299 1.130 0.090
H -2.233 5.459 -3.073 0.098
H -3.081 3.354 -3.981 0.095
H -0.234 3.344 0.090 0.045
H -2.159 -2.117 -3.033 0.077
H -1.935 -4.507 -2.466 0.087
H -1.148 -5.159 -0.204 0.087
H -0.592 -3.443 1.451 0.079
O 4.229 0.833 3.270 -0.124
C 3.599 1.322 2.072 -0.269
C 2.497 2.351 2.352 -0.588
C 3.138 3.686 2.741 -0.228
O 3.972 3.604 3.899 -0.087
C 1.645 2.559 1.098 -0.625
Se 2.522 2.982 -0.630 0.417
C 1.578 1.918 3.504 -0.560
Se 1.008 0.032 3.569 0.350
H 3.553 0.277 3.689 0.009
H 3.178 0.482 1.509 0.016
H 4.381 1.778 1.466 0.106
H 2.360 4.422 2.969 0.124
H 3.708 4.049 1.880 0.091
H 4.348 2.710 3.901 0.055
H 0.951 3.368 1.335 0.022
H 1.049 1.652 0.945 -0.018
H 0.676 2.534 3.489 0.051
H 2.075 2.091 4.458 0.049
C 5.021 0.316 -4.189 -0.192
Si 3.676 -0.616 -3.257 0.352
C 2.030 0.214 -3.563 -0.196
C 3.652 -2.381 -3.912 -0.201
C 4.061 -0.608 -1.436 -0.583
Te 2.470 -1.538 -0.341 1.225
C 3.406 -3.472 -0.216 -0.592
Si 4.322 -3.641 1.402 0.362
C 5.602 -2.293 1.593 -0.182
C 5.213 -5.307 1.428 -0.199
C 3.101 -3.591 2.812 -0.185
H 4.824 0.316 -5.264 0.018
H 6.005 -0.126 -4.024 0.018
H 5.056 1.353 -3.852 0.029
H 2.011 0.712 -4.535 0.026
H 1.856 0.972 -2.794 -0.024
H 1.207 -0.502 -3.521 0.018
H 3.402 -2.394 -4.976 0.021
H 2.902 -2.971 -3.383 0.013
H 4.622 -2.868 -3.789 0.021
H 4.076 0.424 -1.067 -0.042
H 4.993 -1.099 -1.151 0.004
H 4.049 -3.573 -1.091 -0.003
H 2.609 -4.212 -0.310 -0.001
H 6.393 -2.382 0.845 0.027
H 6.064 -2.336 2.581 0.032
H 5.146 -1.306 1.493 0.010
H 5.891 -5.407 0.578 0.018
H 4.500 -6.133 1.388 0.019
H 5.802 -5.419 2.341 0.018
H 2.626 -2.608 2.878 -0.014
H 3.596 -3.783 3.767 0.029
H 2.317 -4.340 2.682 0.028
I -2.823 1.428 2.468 -0.435
```

***

| no. | DFT total energy (a.u.) |
| --- | --- |
| 1 | -4928.64477 |
| 2 | -2424.35952 |
| 3 | -3317.14806 |
| 4 | -3548.91116 |
| 5 | -7890.88570 |